[1]
{
  "formula": "CH3ClOS2",
  "method": "ωB97M-V with the def2-TZVPD basis set",
  "smiles": "OCSSCl",
  "total_energy_ev": -37325.2127,
  "max_force_ha_per_bohr": 0.076,
  "total_charge": 0,
  "homo_lumo_gap_ev": 9.36,
  "elements": ["O", "C", "S", "S", "Cl", "H", "H", "H"],
  "coordinates": [[0.699, 0.863, -0.477], [0.910, -0.320, 0.268], [-0.632, -1.061, 0.812], [-1.886, -0.178, -0.317], [-2.643, 1.437, 0.575], [0.563, 0.603, -1.378], [1.333, -1.008, -0.468], [1.656, -0.337, 0.985]],
  "forces_ev_per_angstrom": [[0.819, 0.534, 1.821], [-0.172, -0.469, -3.871], [0.369, -0.964, 1.846], [-1.528, -0.574, -1.952], [-0.254, 1.030, 0.691], [-0.180, -0.092, -0.634], [-0.099, -0.524, 0.108], [1.045, 1.059, 1.991]]
}

=====

[2]
{
  "formula": "C35H35FN3O13P3RuS4",
  "method": "ωB97M-V with the def2-TZVPD basis set",
  "spin_multiplicity": 2,
  "total_energy_ev": -144464.6926,
  "max_force_ha_per_bohr": 0.032,
  "total_charge": -1,
  "homo_lumo_gap_ev": [6.50, 5.49],
  "elements": ["Ru", "O", "C", "S", "C", "C", "S", "S", "S", "C", "C", "C", "C", "C", "O", "C", "N", "C", "C", "C", "C", "C", "C", "P", "C", "C", "C", "C", "C", "C", "C", "C", "C", "C", "C", "C", "H", "H", "H", "H", "H", "H", "H", "H", "H", "H", "H", "H", "H", "H", "H", "H", "H", "H", "H", "H", "H", "H", "H", "H", "C", "C", "O", "P", "O", "O", "O", "P", "O", "O", "O", "H", "H", "H", "H", "H", "H", "H", "F", "C", "C", "N", "C", "C", "O", "O", "C", "O", "N", "C", "O", "H", "H", "H", "H"],
  "coordinates": [[-0.637, 0.834, -0.050], [-6.804, 2.444, 2.803], [-5.783, 2.248, 2.201], [-5.689, 1.333, 0.685], [-3.970, 1.483, 0.504], [-3.271, 2.129, 1.438], [-1.543, 2.394, 1.389], [-4.196, 2.844, 2.740], [-3.043, 0.895, -0.899], [1.398, 4.058, 1.828], [1.510, 3.506, 0.411], [2.395, 4.388, -0.468], [2.044, 2.075, 0.348], [3.356, 1.845, 1.103], [3.033, 0.844, 2.097], [1.766, 0.450, 1.886], [1.138, 1.065, 0.964], [1.340, -0.692, 2.720], [2.187, -1.038, 3.782], [1.942, -2.162, 4.541], [0.860, -2.976, 4.230], [0.019, -2.635, 3.191], [0.223, -1.480, 2.431], [-1.066, -1.111, 1.147], [-2.473, -1.295, 2.309], [-3.342, -2.384, 2.297], [-4.314, -2.515, 3.276], [-4.427, -1.568, 4.284], [-3.550, -0.496, 4.314], [-2.576, -0.363, 3.334], [-0.859, -2.638, 0.146], [-1.882, -3.330, -0.497], [-1.608, -4.455, -1.259], [-0.306, -4.899, -1.409], [0.726, -4.205, -0.796], [0.452, -3.084, -0.029], [0.833, 4.992, 1.818], [2.380, 4.281, 2.253], [0.878, 3.373, 2.500], [0.520, 3.484, -0.049], [3.441, 4.362, -0.142], [2.065, 5.427, -0.418], [2.353, 4.065, -1.510], [2.133, 1.803, -0.705], [3.712, 2.726, 1.632], [4.158, 1.451, 0.480], [3.047, -0.420, 3.991], [2.601, -2.414, 5.361], [0.671, -3.877, 4.801], [-0.824, -3.273, 2.960], [-3.265, -3.133, 1.526], [-4.989, -3.362, 3.246], [-5.195, -1.666, 5.040], [-3.626, 0.249, 5.095], [-1.892, 0.476, 3.374], [-2.896, -2.979, -0.436], [-2.423, -4.966, -1.756], [-0.092, -5.773, -2.012], [1.754, -4.522, -0.915], [1.283, -2.558, 0.422], [-3.070, 2.263, -4.763], [-2.039, 1.456, -4.000], [-1.243, 0.765, -4.969], [-0.939, 2.755, -2.987], [-3.182, 2.516, -1.557], [0.435, 2.598, -3.864], [-0.541, 1.983, -1.666], [-2.775, 0.025, -3.085], [-3.591, -0.752, -0.418], [-4.160, -0.404, -3.386], [-1.664, -0.913, -2.805], [-2.547, 2.889, -5.491], [-3.622, 2.908, -4.082], [-3.773, 1.617, -5.292], [-0.689, 0.142, -4.478], [-2.862, 3.191, -0.940], [1.003, 1.891, -3.493], [-4.100, -1.031, -1.199], [6.425, 1.098, -3.345], [5.771, 0.156, -2.651], [4.514, -0.181, -2.956], [3.823, -1.158, -2.270], [2.398, -1.383, -2.583], [1.592, -0.138, -2.167], [1.844, 0.914, -2.787], [0.788, -0.314, -1.221], [4.403, -1.837, -1.224], [3.851, -2.699, -0.570], [5.705, -1.453, -0.942], [6.485, -0.481, -1.561], [7.616, -0.242, -1.194], [3.962, 0.312, -3.743], [2.067, -2.256, -2.035], [2.306, -1.553, -3.655], [6.131, -1.942, -0.169]],
  "forces_ev_per_angstrom": [[-1.564, 0.366, -0.363], [0.004, 0.008, 0.004], [-0.040, 0.009, -0.048], [0.040, -0.028, -0.006], [0.047, -0.091, 0.052], [-0.138, 0.073, 0.080], [-0.014, -0.093, 0.300], [0.033, -0.099, 0.027], [0.609, -0.465, 0.080], [0.026, -0.010, 0.033], [0.036, 0.038, -0.037], [-0.013, 0.010, 0.017], [0.017, -0.085, -0.020], [-0.038, -0.017, 0.052], [0.055, 0.049, 0.026], [-0.045, -0.126, -0.020], [0.385, 0.589, -0.357], [-0.004, 0.005, -0.130], [-0.045, 0.015, -0.049], [-0.006, -0.030, 0.023], [0.028, -0.023, 0.036], [0.020, 0.078, 0.012], [0.013, 0.099, 0.081], [0.393, -0.172, 0.125], [-0.067, -0.193, -0.200], [0.001, 0.110, -0.060], [-0.033, 0.006, 0.040], [-0.020, -0.062, -0.025], [0.047, 0.085, -0.052], [-0.033, 0.073, 0.056], [-0.007, 0.007, -0.021], [0.003, 0.137, -0.013], [-0.010, 0.014, -0.014], [0.009, -0.034, -0.018], [0.011, 0.047, 0.031], [0.028, -0.063, 0.028], [-0.007, -0.018, -0.003], [0.008, -0.005, 0.008], [0.007, -0.001, -0.022], [0.005, -0.007, 0.048], [0.000, 0.005, 0.021], [-0.008, -0.010, -0.026], [-0.011, -0.008, -0.007], [0.002, 0.071, 0.004], [0.024, 0.010, -0.020], [-0.014, -0.041, -0.007], [0.004, 0.004, -0.005], [-0.001, 0.002, -0.002], [0.001, 0.003, -0.001], [-0.010, 0.010, 0.010], [-0.018, -0.011, 0.008], [0.001, 0.004, -0.003], [0.007, -0.003, 0.000], [-0.001, 0.012, 0.001], [0.011, 0.031, -0.026], [-0.127, 0.161, -0.035], [0.009, -0.004, 0.004], [-0.004, 0.003, 0.002], [0.037, 0.013, 0.014], [0.004, -0.001, -0.017], [-0.033, 0.032, 0.000], [-0.058, -0.016, 0.088], [-0.104, 0.026, 0.023], [0.525, -0.320, -0.633], [0.050, 0.187, -0.040], [-1.157, 1.167, -0.198], [0.404, 0.288, 0.502], [0.011, 0.093, -0.214], [0.035, -0.151, 0.001], [0.026, 0.149, -0.007], [0.028, -0.053, 0.118], [0.005, 0.011, 0.024], [-0.014, -0.034, 0.023], [0.036, -0.026, -0.001], [-0.009, 0.041, -0.021], [0.113, -0.059, -0.048], [0.059, -0.133, 0.090], [0.075, -0.106, 0.073], [-0.026, -0.025, 0.022], [0.008, 0.030, -0.047], [-0.047, -0.038, 0.004], [-0.043, 0.014, -0.087], [0.205, 0.134, 0.175], [-0.403, 0.052, -0.082], [0.917, -0.952, 0.397], [-0.085, -0.798, 0.136], [-0.051, 0.010, 0.145], [-0.057, -0.005, -0.036], [-0.042, -0.021, -0.012], [0.084, 0.015, 0.004], [-0.060, -0.017, -0.011], [-0.011, 0.039, -0.015], [0.032, -0.028, -0.004], [-0.068, 0.058, 0.005], [0.009, -0.013, 0.012]]
}

=====

[3]
{
  "formula": "C2H5N3O2",
  "method": "ωB97M-V with the def2-TZVPD basis set",
  "total_energy_ev": -10714.5105,
  "max_force_ha_per_bohr": 0.074,
  "total_charge": 0,
  "homo_lumo_gap_ev": 8.97,
  "elements": ["C", "C", "N", "N", "N", "O", "O", "H", "H", "H", "H", "H"],
  "coordinates": [[-0.643, -0.648, -0.078], [0.553, 0.210, 0.092], [-0.613, -1.877, -0.299], [-1.229, 1.502, 0.250], [1.759, -0.171, -0.408], [-1.715, 0.192, -0.047], [0.128, 1.493, -0.163], [0.558, 0.281, 1.947], [-1.517, -2.318, -0.425], [-1.718, 2.150, -0.378], [1.876, -1.174, -0.385], [2.562, 0.361, -0.107]],
  "forces_ev_per_angstrom": [[0.254, 0.428, -0.113], [-0.266, 0.745, 3.714], [0.064, -0.288, 0.034], [0.160, 0.168, 1.222], [-0.086, 0.135, -0.411], [-0.200, -0.181, -0.470], [0.083, -0.124, -0.897], [-0.161, -0.307, -2.873], [-0.106, 0.111, 0.050], [0.365, -0.551, -0.316], [0.031, -0.009, -0.024], [-0.138, -0.128, 0.083]]
}

=====

[4]
{
  "formula": "C2H6NS",
  "method": "ωB97M-V with the def2-TZVPD basis set",
  "spin_multiplicity": 3,
  "total_energy_ev": -14482.2856,
  "max_force_ha_per_bohr": 0.098,
  "total_charge": 1,
  "homo_lumo_gap_ev": [9.13, 7.81],
  "elements": ["C", "C", "N", "S", "H", "H", "H", "H", "H", "H"],
  "coordinates": [[0.667, -0.483, -0.335], [-0.391, -0.085, 0.493], [0.538, 0.949, -0.079], [-2.128, -0.010, 0.083], [1.480, -1.005, 0.046], [0.440, -0.810, -1.429], [0.170, -0.168, 2.366], [1.147, 1.226, 0.630], [0.269, 1.468, -0.899], [-2.191, -1.083, -0.876]],
  "forces_ev_per_angstrom": [[-0.902, -1.994, -3.711], [-4.170, 0.596, -2.730], [-0.988, -1.375, -0.179], [1.459, -1.177, -0.519], [1.721, -0.537, 0.867], [0.437, 0.710, 1.930], [0.598, -0.065, 1.741], [1.541, 1.751, 0.965], [0.067, 0.915, 0.190], [0.236, 1.176, 1.445]]
}

=====

[5]
{
  "formula": "C3H11N2",
  "method": "ωB97M-V with the def2-TZVPD basis set",
  "total_energy_ev": -6261.1993,
  "max_force_ha_per_bohr": 0.028,
  "total_charge": 1,
  "homo_lumo_gap_ev": 7.73,
  "elements": ["C", "C", "N", "H", "H", "H", "H", "H", "H", "H", "C", "N", "H", "H", "H", "H"],
  "coordinates": [[0.833, 1.819, 1.470], [0.516, 0.578, 0.622], [1.394, 0.540, -0.558], [0.713, 2.817, 1.007], [0.342, 1.844, 2.452], [1.935, 1.833, 1.610], [0.721, -0.378, 1.136], [-0.591, 0.501, 0.410], [1.296, -0.371, -1.029], [1.218, 1.296, -1.199], [-1.826, -2.174, -1.213], [-0.936, -1.351, -0.844], [-2.381, -1.986, -2.176], [-2.020, -2.993, -0.502], [-0.470, -1.527, 0.030], [-0.744, -0.449, -1.217]],
  "forces_ev_per_angstrom": [[1.228, 0.202, 0.282], [-0.233, 0.338, -0.108], [-0.916, -1.022, 0.114], [-0.678, -0.738, -0.296], [0.087, -0.175, -0.389], [-0.582, -0.361, 0.312], [0.217, 0.540, 0.500], [0.611, 0.683, 0.133], [0.607, 0.836, -0.004], [0.029, 0.167, -0.233], [-0.734, 0.180, -0.752], [-0.701, -1.099, 0.657], [0.491, -0.415, 1.259], [-0.043, 0.058, -0.882], [0.326, 0.047, 0.415], [0.291, 0.759, -1.008]]
}

=====

[6]
{
  "formula": "C30H34FeN4S5",
  "method": "ωB97M-V with the def2-TZVPD basis set",
  "spin_multiplicity": 6,
  "total_energy_ev": -126180.8923,
  "max_force_ha_per_bohr": 0.014,
  "total_charge": 1,
  "homo_lumo_gap_ev": [7.40, 5.07],
  "elements": ["Fe", "C", "C", "C", "C", "C", "C", "C", "C", "C", "C", "H", "H", "H", "H", "H", "H", "H", "H", "H", "H", "H", "H", "H", "H", "C", "N", "C", "C", "C", "C", "C", "N", "C", "C", "C", "C", "C", "C", "H", "H", "H", "H", "H", "H", "H", "H", "H", "H", "H", "C", "C", "N", "C", "C", "N", "H", "H", "H", "H", "H", "H", "C", "S", "C", "C", "S", "S", "C", "S", "S", "H", "H", "H"],
  "coordinates": [[-0.031, 0.045, -0.094], [4.376, 1.090, -1.519], [3.239, 2.021, -1.103], [3.784, 3.439, -0.891], [2.495, 1.548, 0.136], [1.474, 2.335, 0.679], [0.829, 1.978, 1.859], [1.118, 0.772, 2.505], [0.439, 0.384, 3.795], [2.114, -0.025, 1.948], [2.809, 0.373, 0.808], [4.818, 1.447, -2.451], [4.040, 0.064, -1.683], [5.166, 1.079, -0.763], [2.508, 2.055, -1.919], [4.425, 3.470, -0.007], [2.989, 4.175, -0.763], [4.379, 3.743, -1.753], [1.220, 3.277, 0.205], [0.118, 2.664, 2.300], [-0.327, -0.378, 3.628], [-0.035, 1.246, 4.264], [1.161, -0.035, 4.496], [2.376, -0.961, 2.428], [3.630, -0.237, 0.464], [-3.171, -0.921, -0.115], [-1.749, -1.246, -0.076], [-1.430, -2.497, -0.095], [-0.085, -2.890, -0.093], [0.490, -4.161, -0.089], [1.867, -3.956, -0.105], [2.053, -2.570, -0.117], [0.878, -1.914, -0.112], [-3.864, -0.999, 1.234], [-5.233, -1.242, 1.290], [-5.889, -1.327, 2.511], [-5.180, -1.163, 3.695], [-3.815, -0.910, 3.648], [-3.162, -0.832, 2.425], [-3.694, -1.573, -0.818], [-3.256, 0.089, -0.501], [-2.202, -3.267, -0.128], [-0.044, -5.101, -0.061], [2.648, -4.703, -0.108], [2.998, -2.048, -0.137], [-5.791, -1.371, 0.367], [-6.950, -1.542, 2.540], [-5.686, -1.252, 4.648], [-3.257, -0.785, 4.570], [-2.095, -0.661, 2.387], [1.733, -0.941, -3.146], [0.504, -0.103, -3.198], [-0.100, 0.484, -2.180], [-1.184, 1.180, -2.697], [-1.231, 1.009, -4.036], [-0.156, 0.195, -4.334], [1.949, -1.192, -2.113], [2.584, -0.406, -3.572], [1.599, -1.869, -3.704], [-1.826, 1.767, -2.065], [-1.913, 1.374, -4.786], [0.098, -0.128, -5.252], [-3.472, 2.510, 3.780], [-3.924, 4.020, 2.891], [-4.271, 3.490, 1.281], [-3.532, 2.635, 0.433], [-2.014, 2.035, 0.793], [-4.286, 2.376, -1.126], [-5.593, 3.509, -0.974], [-6.653, 3.830, -2.148], [-5.669, 4.228, 0.609], [-3.265, 2.848, 4.795], [-2.592, 2.046, 3.347], [-4.311, 1.819, 3.785]],
  "forces_ev_per_angstrom": [[0.200, -0.658, -0.252], [-0.032, 0.014, 0.004], [0.042, -0.035, 0.046], [0.004, 0.001, -0.019], [0.028, 0.035, -0.112], [-0.171, 0.062, -0.074], [0.044, -0.081, -0.071], [0.053, -0.031, 0.108], [-0.013, -0.009, -0.122], [0.101, 0.047, 0.040], [0.058, 0.030, 0.179], [0.001, -0.009, 0.040], [0.032, 0.042, 0.024], [-0.035, -0.025, -0.045], [-0.016, 0.009, -0.008], [-0.012, 0.007, -0.048], [0.044, -0.033, 0.015], [-0.022, 0.011, 0.021], [-0.055, -0.060, 0.015], [-0.040, -0.044, -0.022], [0.036, 0.020, 0.019], [0.001, -0.022, -0.022], [-0.011, 0.016, 0.001], [-0.012, 0.015, -0.039], [-0.017, -0.009, -0.030], [0.011, -0.101, 0.243], [-0.058, 0.449, 0.088], [-0.258, -0.102, -0.029], [0.205, -0.173, -0.030], [-0.053, -0.198, 0.017], [0.091, 0.045, -0.031], [0.023, -0.117, 0.031], [0.049, 0.365, 0.212], [0.065, -0.016, 0.007], [-0.004, 0.080, -0.004], [0.015, 0.009, -0.011], [-0.005, -0.011, -0.034], [0.008, -0.036, 0.011], [-0.098, -0.070, -0.073], [0.009, -0.070, -0.051], [-0.073, 0.056, -0.118], [-0.043, 0.025, 0.016], [0.073, 0.093, -0.031], [-0.072, 0.051, 0.012], [-0.065, -0.056, -0.007], [0.024, -0.039, 0.055], [0.047, 0.035, -0.007], [0.011, 0.024, -0.024], [-0.016, -0.031, -0.057], [0.039, 0.002, 0.020], [-0.051, 0.072, -0.127], [0.031, -0.021, -0.019], [-0.227, 0.254, 0.460], [0.171, 0.015, -0.020], [0.076, -0.098, -0.094], [-0.108, 0.066, -0.048], [-0.003, -0.001, -0.061], [-0.040, 0.009, -0.014], [-0.015, 0.020, 0.033], [0.037, -0.029, -0.008], [0.094, -0.030, 0.054], [0.037, -0.026, -0.031], [-0.027, 0.026, -0.007], [0.140, -0.008, -0.032], [-0.072, -0.016, -0.015], [0.047, 0.082, 0.050], [-0.153, 0.216, 0.006], [0.054, 0.009, 0.053], [-0.009, 0.007, -0.023], [-0.089, 0.027, -0.085], [0.002, -0.073, 0.034], [-0.020, -0.014, -0.013], [-0.018, 0.007, 0.061], [0.015, 0.001, -0.009]]
}